No. 1
{"formula": "C26H76O12", "method": "ωB97M-V with the def2-TZVPD basis set", "homo_ev": -9.61, "e_lumo_ev": 0.5, "max_force_ev_per_a": 2.68, "smiles": "CC(C)O.CC(C)O.CC(C)O.CC(C)O.CC(C)O.CC(C)O.CC(C)O.CO.CO.CO.CO.CO", "orbital_gap_ev": 10.06, "relative_energy_kcal_mol": 41.4, "total_energy_ev": -52761.334, "species": ["C", "C", "C", "O", "H", "H", "H", "H", "H", "H", "H", "H", "C", "C", "C", "O", "H", "H", "H", "H", "H", "H", "H", "H", "C", "C", "C", "O", "H", "H", "H", "H", "H", "H", "H", "H", "C", "C", "C", "O", "H", "H", "H", "H", "H", "H", "H", "H", "C", "C", "C", "O", "H", "H", "H", "H", "H", "H", "H", "H", "C", "C", "C", "O", "H", "H", "H", "H", "H", "H", "H", "H", "C", "C", "C", "O", "H", "H", "H", "H", "H", "H", "H", "H", "C", "O", "H", "H", "H", "H", "C", "O", "H", "H", "H", "H", "C", "O", "H", "H", "H", "H", "C", "O", "H", "H", "H", "H", "C", "O", "H", "H", "H", "H"], "positions_angstrom": [[-0.3006, -3.0417, -5.2717], [0.5607, -3.5182, -4.1076], [1.8281, -4.2377, -4.5042], [0.9013, -2.4298, -3.3245], [0.1011, -2.1394, -5.7328], [-1.2724, -2.7260, -4.8922], [-0.4479, -3.7772, -6.0626], [0.0741, -4.2990, -3.5231], [2.4582, -4.3961, -3.6290], [2.4464, -3.6833, -5.2102], [1.6196, -5.2099, -4.9507], [1.2530, -2.8001, -2.5116], [-4.1097, -1.1000, 2.1236], [-3.9096, 0.3871, 1.9317], [-3.5231, 0.7878, 0.5412], [-5.0999, 1.0348, 2.1659], [-3.1877, -1.6763, 2.0473], [-4.9139, -1.5866, 1.5716], [-4.4508, -1.2354, 3.1500], [-3.1914, 0.6251, 2.7164], [-2.5728, 0.3433, 0.2455], [-3.4823, 1.8608, 0.3535], [-4.2694, 0.5055, -0.2015], [-4.9911, 1.9844, 2.2562], [-2.3719, -2.5914, -1.1081], [-3.5565, -3.4798, -1.4598], [-3.9347, -3.5668, -2.9527], [-3.1205, -4.7348, -1.0666], [-2.5676, -1.5500, -1.3634], [-1.4288, -2.8755, -1.5749], [-2.1639, -2.5239, -0.0403], [-4.4633, -3.1447, -0.9563], [-4.8844, -4.0742, -3.1222], [-3.1855, -4.1694, -3.4663], [-3.9731, -2.6161, -3.4845], [-2.6545, -5.2012, -1.7644], [-1.7730, -1.6350, 5.4347], [-0.4768, -2.1077, 4.8481], [-0.6065, -2.5513, 3.4125], [0.4865, -1.0609, 4.9311], [-2.5012, -2.4365, 5.3102], [-2.0999, -0.7170, 4.9464], [-1.7232, -1.3910, 6.4959], [-0.1694, -3.0099, 5.3769], [-1.3298, -3.3517, 3.2566], [0.3994, -2.8842, 3.1568], [-0.8025, -1.6883, 2.7763], [0.2257, -0.3292, 4.3671], [4.3736, -1.3647, 0.2012], [4.0970, -1.9164, 1.6064], [3.3722, -0.8990, 2.4937], [3.3455, -3.1114, 1.4869], [5.1754, -0.6291, 0.1370], [3.4670, -0.9012, -0.1878], [4.6019, -2.1315, -0.5391], [5.0349, -2.1560, 2.1075], [2.5832, -0.3469, 1.9830], [4.0591, -0.1935, 2.9613], [2.8888, -1.3638, 3.3529], [3.4268, -3.6948, 2.2449], [0.2552, 2.5297, -4.9007], [-1.0695, 2.8335, -4.1363], [-0.9106, 3.4867, -2.7513], [-1.9227, 3.6141, -4.8896], [0.7869, 3.4699, -5.0469], [-0.0192, 2.2161, -5.9079], [0.9059, 1.7848, -4.4426], [-1.5508, 1.8832, -3.9053], [-1.8615, 3.4329, -2.2212], [-0.6144, 4.5345, -2.8026], [-0.1658, 2.9897, -2.1298], [-2.7984, 3.5380, -4.5036], [0.4181, 4.5492, 1.2220], [-0.5979, 5.6131, 1.5558], [-0.2168, 6.3499, 2.8313], [-0.8992, 6.5888, 0.5034], [1.3505, 5.0141, 0.9016], [0.0582, 4.0600, 0.3169], [0.5426, 3.8271, 2.0289], [-1.5094, 5.0466, 1.7461], [-1.0121, 7.0287, 3.1393], [0.6517, 6.9651, 2.5962], [-0.0988, 5.6410, 3.6509], [-0.0552, 6.9080, 0.1757], [1.2309, -4.4585, -0.7085], [1.9425, -3.2777, -0.7853], [0.1928, -4.2629, -0.4398], [1.2803, -4.9198, -1.6948], [1.6853, -5.1445, 0.0063], [2.2641, -3.0588, 0.0923], [4.2703, 2.5866, 1.5689], [5.5455, 2.3264, 2.1651], [3.6181, 3.1073, 2.2700], [4.3497, 3.2700, 0.7235], [3.7896, 1.6595, 1.2569], [6.0143, 3.1563, 2.2803], [2.8739, 2.9435, -2.1991], [2.4890, 1.6835, -1.7177], [2.0614, 3.2763, -2.8449], [3.0223, 3.5963, -1.3389], [3.7439, 2.9328, -2.8556], [2.3929, 1.0442, -2.4274], [-0.8858, 2.0278, 3.3321], [0.1589, 1.0218, 3.2029], [-1.3589, 2.1912, 2.3638], [-1.6028, 1.7521, 4.1054], [-0.3953, 2.9288, 3.7006], [0.5668, 1.1744, 2.3474], [0.1025, -0.0827, -0.0529], [0.7635, 1.1278, 0.3874], [-0.5985, 0.0893, -0.8697], [0.7548, -0.9086, -0.3365], [-0.4486, -0.5462, 0.7654], [1.2396, 1.5855, -0.3094]], "atomic_forces_ev_per_a": [[-0.267, 0.230, 0.275], [0.441, -0.963, -1.149], [0.713, -0.238, -0.729], [-0.423, 0.994, 0.517], [0.426, -0.065, 0.045], [-0.165, -0.169, 0.020], [0.056, -0.164, 0.184], [-0.944, 0.171, 0.240], [-0.060, -0.090, 0.148], [-0.094, 0.217, -0.109], [-0.060, -0.095, -0.026], [0.414, 0.454, 0.606], [-0.552, -0.552, 0.814], [0.491, -0.512, -0.612], [1.052, -0.139, -1.136], [-2.351, 0.457, 1.207], [0.040, 0.146, -0.277], [0.154, 0.329, -0.666], [0.143, 0.036, 0.278], [0.483, 0.472, -0.251], [0.065, 0.101, -0.118], [0.370, 0.283, 0.594], [-0.216, -0.606, 0.250], [0.229, -0.027, -0.069], [-0.231, 1.681, -0.182], [0.991, 0.676, -1.485], [0.364, 0.265, -0.156], [-0.757, -2.094, 1.468], [0.012, 0.213, -0.355], [-0.165, -0.221, -0.345], [-0.299, -0.550, 0.194], [0.123, -0.403, 0.630], [-0.065, 0.007, 0.310], [0.232, 0.012, -0.127], [-0.024, 0.180, 0.221], [-0.100, 0.275, -0.193], [-0.575, -0.104, 0.302], [-0.228, 0.670, -0.158], [0.613, 0.174, -0.280], [0.562, -1.295, 0.931], [-0.380, 0.197, -0.019], [-0.217, -0.066, -0.304], [0.292, -0.148, 0.053], [0.600, 0.338, 0.508], [-0.017, 0.059, -0.030], [-0.052, -0.280, -0.399], [-0.325, -0.004, -0.122], [-0.106, 0.285, -0.480], [-0.433, -0.236, -0.301], [0.536, 0.964, 0.444], [-0.077, -0.030, 0.446], [-0.516, -0.517, -0.561], [-0.057, 0.050, 0.455], [-0.120, 0.240, 0.073], [0.174, -0.331, 0.305], [0.225, -0.091, -0.105], [0.050, -0.005, -0.266], [0.192, 0.193, -0.369], [-0.050, -0.366, -0.037], [0.089, 0.306, 0.169], [-1.213, 1.055, -0.184], [1.347, -1.045, 1.722], [0.500, -0.044, -0.033], [-0.500, 0.607, -1.302], [0.256, 0.038, 0.162], [0.037, -0.289, 0.035], [-0.263, 0.057, 0.174], [-0.012, -0.461, -0.281], [-0.067, 0.062, 0.045], [-0.040, 0.078, -0.249], [0.021, -0.265, 0.022], [-0.092, 0.141, -0.068], [-0.035, 0.502, -1.509], [-0.568, 0.520, 0.621], [-0.653, 0.221, -0.364], [0.273, -1.407, 0.751], [0.430, -0.043, 0.426], [-0.015, -0.481, 0.070], [0.157, 0.219, -0.178], [-0.451, 0.390, -0.210], [-0.064, 0.064, -0.137], [0.330, -0.168, 0.493], [0.536, 0.090, 0.004], [0.158, 0.116, -0.085], [-0.338, -0.775, -0.029], [0.311, 1.075, -0.746], [-0.229, -0.275, 0.064], [-0.206, -0.252, 0.029], [-0.095, -0.176, 0.095], [0.368, 0.078, 0.435], [0.149, 0.624, 0.305], [-0.376, -0.355, -0.318], [-0.202, -0.173, 0.269], [0.174, -0.173, -0.350], [0.296, 0.019, 0.064], [-0.087, 0.044, -0.004], [-0.586, 0.292, -0.978], [0.230, -0.749, 0.758], [-0.047, 0.743, 0.171], [-0.006, 0.002, -0.211], [0.404, -0.188, 0.349], [0.024, 0.001, -0.149], [1.261, -0.344, 0.207], [-1.291, 0.577, 0.471], [-0.162, 0.088, 0.113], [0.012, -0.395, -0.212], [-0.232, 0.323, -0.155], [0.279, -0.107, -0.594], [0.270, 0.071, -0.044], [-0.984, -1.016, 0.952], [0.049, 0.201, -0.063], [0.626, 0.334, -0.341], [-0.133, 0.651, 0.355], [0.246, -0.416, -0.640]], "mulliken_charge": [-1.561, 1.187, -1.478, -0.342, 0.340, 0.249, 0.372, 0.061, 0.276, 0.368, 0.378, 0.218, -1.390, 1.509, -0.738, -0.637, 0.121, 0.349, 0.424, -0.591, -0.200, 0.440, 0.395, 0.351, 0.320, 0.324, -1.240, -0.592, 0.245, -0.375, -0.172, 0.251, 0.341, 0.237, 0.326, 0.362, -1.048, 0.250, -0.107, -0.552, 0.391, 0.017, 0.327, 0.381, 0.500, 0.051, -0.492, 0.445, -1.212, 0.523, -0.681, -0.602, 0.409, -0.001, 0.382, 0.408, -0.356, 0.414, 0.363, 0.304, -1.285, 0.500, -0.671, -0.580, 0.386, 0.371, 0.215, 0.178, 0.417, 0.360, -0.215, 0.354, -0.762, 0.461, -1.360, -0.572, 0.598, 0.069, -0.076, 0.221, 0.346, 0.332, 0.338, 0.358, -0.689, -0.400, 0.180, 0.231, 0.355, 0.177, -0.336, -0.526, 0.281, 0.346, -0.049, 0.288, -0.591, -0.337, 0.145, 0.161, 0.323, 0.194, -0.492, -0.534, 0.174, 0.399, 0.191, -0.022, -0.066, 0.770, 0.271, 0.167, -0.358, -0.475]}

---

No. 2
{"formula": "C33H45FeN5S", "method": "ωB97M-V with the def2-TZVPD basis set", "multiplicity": 5, "homo_ev": [1.03, 0.41], "e_lumo_ev": [4.6, 4.6], "max_force_ev_per_a": 4.06, "total_charge": -2, "orbital_gap_ev": [3.57, 4.20], "relative_energy_kcal_mol": 83.2, "total_energy_ev": -87614.258, "species": ["Fe", "N", "N", "C", "C", "C", "C", "H", "H", "H", "C", "C", "H", "H", "H", "C", "C", "H", "H", "H", "C", "H", "H", "H", "C", "H", "H", "H", "C", "H", "C", "H", "C", "H", "C", "H", "C", "C", "H", "C", "C", "H", "C", "H", "N", "C", "C", "C", "H", "C", "C", "H", "H", "H", "C", "H", "C", "C", "H", "H", "H", "C", "H", "H", "H", "C", "N", "C", "C", "S", "N", "C", "C", "H", "H", "H", "H", "H", "H", "H", "H", "H", "H", "H", "H"], "positions_angstrom": [[0.5192, 0.0453, 1.0716], [4.1579, 0.6396, 3.0366], [1.2785, 1.9778, -2.5382], [-2.1144, 0.1513, 1.1151], [-1.5044, 1.1618, 1.9206], [-0.6224, 0.5181, 2.8612], [0.2180, 1.1418, 3.8855], [0.0558, 2.2230, 3.9409], [1.5278, 1.0026, 3.5116], [0.1379, 0.6452, 4.8607], [-0.5908, -0.8915, 2.5415], [0.1598, -1.9302, 3.2827], [-0.4468, -2.2874, 4.1256], [1.0879, -1.5070, 3.6884], [0.4175, -2.7834, 2.6359], [-1.4854, -1.0952, 1.4099], [-1.9565, -2.4192, 0.9335], [-1.2503, -3.2110, 1.2178], [-2.0885, -2.4350, -0.1618], [-2.9310, -2.6894, 1.3825], [-1.8692, 2.5994, 1.9663], [-2.5029, 2.7933, 2.8441], [-2.4217, 2.9435, 1.0814], [-0.9831, 3.2389, 2.0633], [-3.3713, 0.3058, 0.3357], [-3.4691, -0.4493, -0.4580], [-3.4344, 1.2943, -0.1454], [-4.2634, 0.2034, 0.9816], [5.4507, 0.6287, 2.7841], [6.1387, 0.4422, 3.6126], [6.0007, 0.7915, 1.4961], [7.0995, 0.8088, 1.3601], [5.1107, 0.9568, 0.4113], [5.4835, 1.0180, -0.6374], [3.7433, 0.9961, 0.6724], [3.0020, 1.1427, -0.1069], [3.3016, 0.8741, 2.0259], [1.9050, 1.0394, 2.3373], [1.5610, 2.0036, 1.9149], [0.1008, 1.3781, -2.5626], [1.0555, 3.3568, -2.5214], [1.8579, 4.0655, -2.6871], [-0.2913, 3.5915, -2.3744], [-0.8293, 4.5246, -2.2998], [-0.8870, 2.3188, -2.3660], [-2.2498, 1.9899, -2.3949], [-3.2704, 2.9458, -2.2645], [-4.5074, 2.5853, -2.8241], [-5.3033, 3.3192, -2.8416], [-4.7363, 1.3305, -3.3698], [-6.0485, 1.0161, -3.9974], [-6.2626, -0.0462, -3.9267], [-6.0418, 1.2867, -5.0534], [-6.8387, 1.5805, -3.5125], [-3.7310, 0.3797, -3.3622], [-3.8886, -0.6028, -3.7865], [-2.4685, 0.6761, -2.8454], [-1.3803, -0.3156, -2.8071], [-0.3428, 0.1434, -3.1752], [-1.6815, -1.2217, -3.3571], [-1.1589, -0.6308, -1.7732], [-3.1666, 4.2865, -1.5907], [-2.7478, 5.0567, -2.2641], [-2.5851, 4.2706, -0.6507], [-4.1915, 4.6286, -1.3392], [3.2925, -2.4203, 2.1236], [3.2219, -2.3342, 0.6727], [4.4659, -2.3775, -0.0864], [2.0211, -2.4044, -0.0063], [1.2772, -0.9503, -0.6169], [1.5338, -3.5924, -0.3580], [2.2297, -4.8170, 0.0359], [0.4650, -3.7263, -1.3481], [4.3417, -2.3131, 2.4240], [2.8936, -3.3901, 2.4739], [2.7162, -1.6079, 2.5902], [4.6997, -3.4218, -0.3488], [4.3450, -1.7839, -1.0014], [5.2655, -1.9528, 0.5268], [1.4923, -5.6210, 0.0928], [3.0043, -5.0774, -0.7002], [2.7002, -4.6824, 1.0139], [-0.4819, -3.3140, -0.9760], [0.7274, -3.2181, -2.2872], [0.3325, -4.7974, -1.5379]], "atomic_forces_ev_per_a": [[-0.927, 1.599, 1.780], [-0.099, -0.010, 0.423], [0.629, 1.512, -1.114], [1.005, 0.616, 0.809], [-0.257, -1.204, -0.367], [0.290, -0.836, -0.409], [-2.892, 0.335, 1.504], [0.250, -0.177, 0.216], [0.638, -0.047, -1.132], [0.275, 0.162, -0.043], [-1.555, 0.268, -0.639], [0.035, -0.263, 0.378], [0.119, -0.238, 0.105], [-0.232, -0.210, -0.026], [-0.023, 0.249, 0.240], [0.465, 0.607, 1.908], [-0.160, -0.444, -0.347], [-0.092, 0.145, -0.189], [0.026, -0.028, 0.353], [0.206, 0.128, -0.108], [-0.165, 0.530, 0.098], [0.005, 0.140, -0.065], [0.165, -0.253, 0.152], [-0.098, -0.058, -0.038], [-0.285, 0.227, -0.602], [0.090, 0.240, 0.163], [-0.056, -0.372, 0.117], [0.267, -0.010, -0.021], [1.090, -0.174, -1.471], [-0.212, 0.082, 0.037], [0.163, 0.017, 0.328], [-0.765, -0.111, 0.068], [-0.326, -0.033, -0.036], [-0.316, 0.065, 0.922], [0.978, 0.174, 0.303], [0.190, -0.121, -0.004], [0.259, 0.485, -0.109], [0.685, -0.354, -2.207], [-0.097, -0.130, 0.214], [3.134, 1.869, 1.773], [-0.867, -0.756, 0.252], [-0.084, 0.098, 0.324], [0.510, 0.118, 0.002], [0.112, -0.251, -0.029], [0.132, 1.167, 0.291], [0.720, 0.812, -0.744], [-0.377, -0.858, -0.475], [0.293, -0.069, 0.469], [-0.181, 0.062, 0.184], [0.173, 0.119, -0.107], [-0.179, 0.055, -0.188], [-0.156, -0.145, 0.009], [-0.106, 0.004, -0.186], [-0.297, 0.007, 0.030], [0.380, 0.351, 0.272], [-0.118, -0.149, 0.060], [-0.460, -0.388, -0.270], [-2.017, -3.115, -1.024], [-1.109, -0.272, 0.915], [-0.711, -0.369, 0.037], [0.448, 0.324, -0.506], [-0.229, 0.607, 0.049], [-0.050, -0.242, 0.363], [-0.108, -0.038, -0.574], [0.472, -0.198, -0.057], [-0.146, 0.155, -0.593], [1.109, 0.011, 0.532], [-0.726, -0.130, 0.342], [0.372, 3.567, 0.350], [1.131, -1.293, -1.958], [-1.431, -3.586, -0.474], [-0.446, 0.791, -0.249], [0.438, -0.079, 0.323], [-0.224, -0.077, 0.092], [0.147, 0.148, 0.296], [0.221, -0.309, -0.139], [0.384, 0.031, -0.199], [0.090, -0.094, 0.152], [0.083, -0.026, -0.213], [0.170, -0.087, 0.031], [0.117, -0.226, 0.044], [-0.071, -0.123, -0.242], [0.342, -0.008, -0.240], [-0.120, -0.032, 0.137], [-0.036, 0.117, -0.053]], "mulliken_charge": [0.417, -0.582, -0.554, 1.801, 1.042, -0.205, -1.282, 0.343, -0.114, 0.346, 0.912, -2.008, 0.355, 0.471, 0.269, 0.305, -2.158, 0.458, 0.161, 0.256, -1.498, 0.229, 0.143, 0.338, -1.463, 0.304, 0.170, 0.312, -0.362, 0.318, -0.466, 0.279, -0.519, 0.376, -0.340, 0.413, 0.598, -0.381, 0.500, -0.300, -0.975, 0.389, -0.046, 0.127, 0.642, 0.710, 0.601, -1.059, 0.333, 1.060, -1.644, 0.365, 0.276, 0.387, -1.117, 0.216, 1.342, -0.200, -0.090, 0.249, -0.527, -2.197, 0.412, 0.345, 0.405, -0.586, 1.167, -1.181, -1.107, -0.541, 0.588, -1.093, -1.000, 0.425, 0.283, -0.488, 0.261, 0.208, 0.371, 0.398, 0.261, 0.299, 0.188, 0.303, 0.361]}